Molecular formula: C3H4N2O3
Method: DFT, ωB97M-V/def2-TZVPD

E (hartree): -451.76061
Maximum force (hartree/bohr): 0.0595
HOMO-LUMO gap (eV): 9.1
Relative energy (zero: lowest compared OMol25 entry of this formula, charge and spin) (kJ/mol): 575.3

CARTESIAN COORDINATES (ANGSTROEM)
H (-2.3516, -1.8011, 0.0208)
N (-1.3630, -0.3446, -0.4758)
O (0.0176, -0.7351, -0.1811)
O (-2.0492, -1.0394, 0.4580)
H (3.4508, -0.6405, 0.0926)
H (-2.4407, 1.5016, -0.1662)
N (1.9071, 0.4552, 0.1166)
C (-0.2444, 1.5545, 0.1285)
C (-1.4204, 1.0360, -0.1647)
H (0.0406, 2.5941, 0.3637)
O (2.4873, -0.7605, -0.0407)
C (0.6394, 0.3847, 0.0887)